(1)
The following is a quantum chemistry calculation of a structure of composition C18H30Cl8F24HfO6P4 in a non-equilibrium geometry, from OMol25.

Each line ends with the Löwdin charge.
Cartesian coordinates (Å):
Hf -22.461 18.347 -7.156  2.363
P -26.074 18.296 -5.360  0.147
F -27.547 18.367 -4.684  -0.142
F -25.339 18.769 -3.995  -0.130
F -25.892 16.774 -4.929  -0.119
F -24.638 18.141 -6.131  -0.241
F -26.895 17.850 -6.699  -0.165
F -26.066 19.819 -5.753  -0.116
P -24.475 19.847 -9.162  0.296
F -24.292 20.152 -7.535  -0.194
F -26.109 19.773 -9.188  -0.127
F -24.393 21.435 -9.563  -0.149
F -24.285 19.466 -10.667  -0.073
F -22.852 19.903 -8.967  -0.200
F -24.264 18.290 -8.682  -0.211
P -19.386 20.204 -8.697  0.321
F -20.097 19.969 -10.108  -0.124
F -20.398 21.521 -8.440  -0.171
F -20.446 19.119 -7.967  -0.268
F -18.583 20.363 -7.262  -0.152
F -18.489 18.836 -8.975  -0.175
F -18.198 21.131 -9.309  -0.140
P -21.621 20.633 -5.062  0.238
F -20.916 19.257 -5.396  -0.165
F -20.279 21.522 -5.159  -0.076
F -21.881 20.583 -6.682  -0.232
F -22.640 21.818 -4.690  -0.086
F -22.869 19.599 -5.067  -0.193
F -21.293 20.462 -3.448  -0.128
Cl -27.182 16.736 -10.498  0.576
C -27.239 17.100 -12.255  -0.661
C -26.614 18.428 -12.689  -0.605
Cl -26.892 18.555 -14.507  0.550
H -28.307 17.153 -12.465  0.059
H -26.888 16.229 -12.807  0.057
H -25.567 18.426 -12.386  0.048
H -27.140 19.265 -12.229  0.007
Cl -27.305 23.759 -7.135  0.594
C -25.761 23.796 -7.998  -0.666
C -24.623 23.865 -7.014  -0.684
Cl -23.039 23.661 -7.732  0.637
H -25.839 24.667 -8.649  0.076
H -25.748 22.862 -8.559  0.016
H -24.689 23.055 -6.288  0.057
H -24.714 24.810 -6.477  0.081
Cl -31.116 19.805 -7.532  0.641
C -29.314 20.035 -7.727  -0.590
C -28.908 20.923 -8.883  -0.546
Cl -29.353 20.153 -10.486  0.816
H -28.793 19.081 -7.639  0.069
H -28.979 20.526 -6.813  0.088
H -27.870 21.254 -8.861  0.046
H -29.409 21.889 -8.821  0.082
Cl -24.151 23.300 -14.591  0.613
C -25.655 23.218 -13.702  -0.671
C -25.387 22.351 -12.432  -0.614
Cl -26.904 22.249 -11.554  0.709
H -26.411 22.816 -14.377  0.069
H -25.942 24.246 -13.481  0.074
H -24.650 22.885 -11.832  0.081
H -25.037 21.325 -12.546  0.067
C -24.539 15.505 -7.833  -0.042
O -23.250 16.114 -7.573  -0.287
C -22.335 15.044 -7.529  -0.187
C -20.927 15.472 -7.719  -0.115
O -20.681 16.802 -7.092  -0.304
C -19.265 16.815 -6.739  -0.026
H -24.872 14.931 -6.968  0.116
H -24.740 14.879 -8.703  0.113
H -25.279 16.305 -7.815  0.065
H -22.466 14.382 -8.385  0.146
H -22.573 14.358 -6.716  0.155
H -20.572 15.603 -8.742  0.126
H -20.335 14.651 -7.312  0.151
H -18.516 16.510 -7.471  0.120
H -19.212 16.261 -5.802  0.116
H -18.921 17.823 -6.511  0.087
C -23.288 16.422 -11.329  0.090
C -23.297 15.768 -12.515  -0.208
C -22.096 15.593 -13.327  -0.278
O -22.176 15.152 -14.489  0.141
C -20.874 16.092 -12.672  0.118
C -20.929 16.693 -11.437  -0.237
C -22.088 16.953 -10.631  -0.235
O -22.050 17.532 -9.525  -0.021
O -19.825 17.064 -10.793  0.112
O -24.416 15.208 -13.031  0.122
H -24.272 16.409 -10.885  0.094
H -19.889 15.719 -12.909  0.143
H -19.171 17.240 -11.474  0.140
H -24.184 14.656 -13.782  0.123

Cartesian forces (eV/Å) of the 3 atoms listed first:
Hf 0.587 2.175 -1.722
P -3.569 0.318 3.527
F 0.763 0.327 0.314

Properties
- Expectation value of S²: 0.754
- Multiplicity: 2
- DFT total energy: -8647.4589 Eh
- Total charge: +1
- HOMO energy (alpha / beta): -0.459 / -0.459 Eh
- E_LUMO (alpha / beta): -5.688 / -9.849 eV

(2)
The following is a quantum chemistry calculation of the ion C5H11IN3 with charge +1 in a non-equilibrium geometry, from OMol25.

Each line ends with the Löwdin charge.
Cartesian coordinates (Å):
C -1.465 -0.381 0.512  -0.283
C 0.411 0.882 -0.677  -0.344
C 0.595 0.254 0.704  -0.633
C 0.846 -0.047 -1.903  0.019
C 1.549 -0.828 1.149  -0.152
N -2.005 0.337 -0.370  0.071
N -1.896 -1.271 1.391  0.139
N -1.084 1.262 -0.845  -0.001
I 0.264 1.740 2.247  0.932
H 0.942 1.808 -0.663  0.114
H 0.967 0.609 -2.746  0.083
H 0.128 -0.731 -2.217  0.067
H 1.760 -0.423 -1.501  0.071
H 2.591 -0.486 1.322  0.103
H 1.795 -1.589 0.371  0.097
H 1.304 -1.378 2.004  0.053
H -1.379 -1.528 2.233  0.116
H -2.738 -1.906 1.181  0.173
H -1.243 2.212 -0.354  0.177
H -1.341 1.466 -1.837  0.197

Cartesian forces (eV/Å) of the 3 atoms listed first:
C 3.757 0.344 1.955
C 0.058 -1.891 -0.553
C -4.285 -0.561 0.098

Properties
- Energy relative to the best compared isomer or geometry (same formula, charge and spin): 364.21 kJ/mol
- DFT total energy: -658.7220 Eh
- Total charge: +1
- HOMO energy: -0.469 Eh
- E_LUMO: -3.342 eV

(3)
The following is a quantum chemistry calculation of a structure of composition C19H17FeN10O4, from OMol25.

Each line ends with the Löwdin charge.
Cartesian coordinates (Å):
Fe 0.074 -0.362 0.036  0.771
N -0.197 -3.707 1.203  0.137
C 1.010 -3.092 1.407  -0.407
N 2.090 -3.696 1.926  0.062
N 3.036 -2.768 1.936  0.073
N 2.527 -1.685 1.459  -0.092
N 1.247 -1.824 1.120  0.103
C -1.196 -3.206 0.372  -0.484
N -2.237 -3.938 0.020  -0.003
N -2.973 -3.103 -0.748  -0.131
N -2.407 -1.954 -0.840  -0.095
N -1.249 -1.972 -0.130  -0.065
H -0.230 -4.696 1.376  0.129
C -2.251 2.822 2.274  -0.059
C -1.221 2.334 1.276  -0.512
C -1.533 2.818 -0.125  -0.056
C -0.572 1.010 1.449  -0.140
C 0.265 2.339 1.701  -0.351
C 0.618 2.643 3.089  -0.041
C 1.836 3.153 3.435  -0.127
C 2.811 3.449 2.465  -0.116
C 2.508 3.210 1.110  -0.109
C 1.300 2.703 0.730  -0.043
H -3.241 2.468 1.969  0.076
H -2.286 3.916 2.319  0.078
H -2.069 2.445 3.278  0.060
H -2.576 2.589 -0.366  0.077
H -0.915 2.327 -0.876  0.065
H -1.390 3.900 -0.223  0.081
H -0.803 0.562 2.422  0.069
H -0.090 2.393 3.868  0.091
H 2.062 3.314 4.484  0.086
H 3.788 3.811 2.755  0.081
H 3.261 3.394 0.353  0.102
H 1.132 2.483 -0.315  0.097
O 3.209 -0.119 -2.569  0.013
C 2.808 -0.166 -1.411  -0.593
O 1.551 -0.012 -1.092  -0.184
C 3.758 -0.361 -0.268  -0.098
C 3.271 -0.375 1.153  -0.184
C 4.358 -0.190 2.156  -0.073
C 5.655 -0.317 1.831  -0.043
C 6.061 -0.548 0.484  -0.206
C 5.084 -0.501 -0.535  0.041
N 7.408 -0.668 0.173  -0.408
O 8.252 -0.655 1.096  -0.061
O 7.758 -0.876 -1.003  -0.041
H 2.461 0.344 1.304  0.113
H 4.061 0.037 3.172  0.092
H 6.424 -0.203 2.583  0.101
H 5.396 -0.521 -1.569  0.120

Cartesian forces (eV/Å) of the 3 atoms listed first:
Fe 0.116 -0.134 0.331
N 0.036 0.114 0.011
C -0.028 0.036 -0.055

Properties
- Expectation value of S²: 8.794
- Multiplicity: 6
- DFT total energy: -2846.3809 Eh
- Total charge: -2
- HOMO energy (alpha / beta): -0.047 / -0.062 Eh
- E_LUMO (alpha / beta): 4.643 / 4.566 eV

(4)
The following is a quantum chemistry calculation of an isolated molecule of C18H16FN3OS, from OMol25.

Each line ends with the Löwdin charge.
Cartesian coordinates (Å):
C 2.281 -1.222 -1.824  -0.024
C 1.656 -0.452 -0.715  -0.253
C 1.891 0.825 -0.306  -0.007
C 1.069 1.079 0.829  -0.141
C 0.946 2.302 1.602  -0.462
O 0.454 2.359 2.711  0.059
C 1.614 3.553 1.033  -0.357
S 1.295 3.914 -0.724  0.989
C -0.384 3.499 -0.827  -0.663
N -0.957 3.021 0.269  0.080
C -2.233 2.698 0.191  -0.098
C -2.956 2.847 -0.984  -0.041
C -2.253 3.355 -2.071  -0.132
N -0.977 3.680 -2.001  0.067
C 0.365 -0.089 1.082  -0.186
C -0.660 -0.354 2.121  -0.003
N 0.717 -1.005 0.135  0.033
C 0.224 -2.319 0.049  -0.204
C -0.414 -2.756 -1.108  -0.015
C -0.889 -4.053 -1.192  -0.063
C -0.741 -4.928 -0.130  -0.008
C -0.108 -4.474 1.014  -0.263
F 0.046 -5.315 2.054  0.066
C 0.381 -3.187 1.124  0.070
H 3.232 -0.766 -2.085  0.083
H 1.652 -1.221 -2.715  0.077
H 2.452 -2.257 -1.531  0.083
H 2.590 1.501 -0.755  0.088
H 1.293 4.412 1.623  0.085
H 2.697 3.447 1.108  0.089
H -2.675 2.315 1.102  0.117
H -3.998 2.587 -1.050  0.096
H -2.722 3.511 -3.035  0.109
H -1.054 0.597 2.470  0.070
H -0.222 -0.857 2.983  0.089
H -1.464 -0.976 1.729  0.087
H -0.545 -2.073 -1.932  0.119
H -1.382 -4.385 -2.092  0.109
H -1.105 -5.941 -0.176  0.118
H 0.885 -2.873 2.024  0.135

Cartesian forces (eV/Å) of the 3 atoms listed first:
C -0.090 0.011 -0.005
C 0.427 0.168 -0.275
C -0.063 -0.260 0.035

Properties
- Energy relative to the best compared isomer or geometry (same formula, charge and spin): 0.00 kJ/mol
- DFT total energy: -1433.0889 Eh
- SMILES: Cc1cc(C(=O)CSc2ncccn2)c(C)n1-c1cccc(F)c1
- HOMO energy: -0.295 Eh
- E_LUMO: 0.569 eV

(5)
The following is a quantum chemistry calculation of a cluster of 2 separate species, C3H12NO in total in a non-equilibrium geometry, from OMol25.

Each line ends with the Löwdin charge.
Cartesian coordinates (Å):
C -1.834 -1.305 1.461  0.006
N -1.593 -0.019 0.701  0.121
H -2.853 -1.282 1.827  0.100
H -1.622 -2.122 0.781  0.098
H -1.116 -1.305 2.269  0.101
H -2.079 0.140 -0.183  0.167
H -0.561 0.222 0.513  0.090
H -1.909 0.724 1.323  0.158
C 1.455 -0.063 -0.667  -0.246
O 0.916 0.776 0.412  -0.125
C 1.282 0.611 -2.036  -0.053
H 2.478 -0.325 -0.390  0.123
H 0.937 -1.025 -0.620  0.103
H 1.675 1.109 0.907  0.120
H 0.711 1.522 -1.875  0.080
H 2.276 0.867 -2.396  0.081
H 0.796 -0.072 -2.725  0.076

Cartesian forces (eV/Å) of the 3 atoms listed first:
C 0.380 0.488 -1.001
N 0.478 0.724 0.362
H -0.040 -0.276 -0.016

Properties
- Energy relative to the best compared isomer or geometry (same formula, charge and spin): 96.51 kJ/mol
- DFT total energy: -251.2336 Eh
- Total charge: +1
- HOMO energy: -0.556 Eh
- E_LUMO: -3.351 eV

(6)
The following is a quantum chemistry calculation of an isolated molecule of CH4NP3S in a non-equilibrium geometry, from OMol25.

Each line ends with the Löwdin charge.
Cartesian coordinates (Å):
C -1.885 -0.601 -0.227  -0.471
P -0.490 0.422 0.439  0.521
P 1.057 0.175 -1.179  0.241
S 2.115 2.297 -0.985  0.058
P 2.651 0.616 0.264  0.060
N 3.271 0.008 1.512  -0.390
H -2.382 -0.181 -1.099  0.011
H -2.608 -0.408 0.643  0.036
H -1.846 -1.690 -0.500  0.046
H 0.119 -0.637 1.133  -0.111

Cartesian forces (eV/Å) of the 3 atoms listed first:
C -1.587 -0.215 0.752
P 0.341 -0.591 -0.878
P 0.676 1.120 0.706

Properties
- Energy relative to the best compared isomer or geometry (same formula, charge and spin): 276.14 kJ/mol
- DFT total energy: -1517.4033 Eh
- SMILES: C[PH]#P1SP1#N
- HOMO energy: -0.335 Eh
- E_LUMO: -1.097 eV